# 1
{"formula": "C10H9N2O5Pd", "method": "ωB97M-V/def2-TZVPD", "s_squared": 6.025, "spin_multiplicity": 5, "charge": 3, "energy_ev": -27173.48094, "orbital_gap_ev": [7.749, 5.919], "elements": ["O", "C", "Pd", "O", "C", "C", "O", "C", "O", "C", "O", "H", "C", "C", "C", "C", "N", "N", "C", "H", "H", "H", "H", "H", "H", "H", "H"], "coordinates": [[0.362, 0.066, -3.481], [0.435, 0.022, -2.338], [0.715, 0.075, -0.392], [3.484, -0.243, -1.809], [2.507, -0.178, -1.201], [-1.990, -0.647, -0.604], [-2.584, -0.542, 0.455], [-0.729, -1.436, -0.748], [-0.619, -2.615, -0.886], [0.130, 1.992, -0.358], [-0.244, 3.074, -0.424], [-2.276, -0.219, -1.576], [1.273, 2.150, 4.836], [1.347, 1.091, 3.789], [1.878, -0.192, 3.846], [1.715, -0.761, 2.566], [1.149, 0.143, 1.752], [0.911, 1.243, 2.523], [2.099, -2.136, 2.184], [0.763, 1.772, 5.739], [2.289, 2.456, 5.145], [0.738, 3.052, 4.503], [2.340, -0.685, 4.699], [0.413, 2.070, 2.187], [3.179, -2.283, 2.297], [1.638, -2.851, 2.873], [1.829, -2.439, 1.170]], "lowdin_charge": [0.318, -0.134, 0.965, 0.288, -0.038, -0.189, 0.191, -0.295, 0.274, -0.030, 0.279, 0.167, 0.068, -0.138, 0.223, -0.222, 0.014, 0.116, 0.032, 0.141, 0.144, 0.117, 0.188, 0.178, 0.130, 0.131, 0.082]}

---

# 2
{"formula": "C7H13N2O4", "method": "ωB97M-V/def2-TZVPD", "charge": -1, "energy_ev": -18636.86078, "orbital_gap_ev": 6.184, "elements": ["C", "C", "O", "N", "C", "C", "C", "N", "O", "C", "O", "C", "O", "H", "H", "H", "H", "H", "H", "H", "H", "H", "H", "H", "H", "H"], "coordinates": [[1.105, -0.042, 2.771], [-0.417, 0.010, 2.639], [-1.068, -0.318, 3.622], [-0.911, -0.040, 1.355], [-0.318, -0.183, 0.090], [-0.656, 1.000, -0.862], [0.016, 2.305, -0.476], [-0.488, 2.977, 0.818], [0.365, 3.411, 1.611], [-0.793, -1.554, -0.502], [-2.185, -1.559, -0.684], [-0.121, -1.990, -1.895], [-0.733, -1.427, -2.898], [1.606, 0.755, 2.122], [1.515, -0.992, 2.215], [1.375, -0.006, 3.784], [-1.917, 0.081, 1.345], [0.752, -0.320, 0.180], [-1.828, 1.238, -0.847], [-0.322, 0.746, -1.915], [1.202, 2.283, -0.427], [-0.417, 2.963, -1.251], [-0.613, -2.438, 0.201], [1.062, -1.834, -1.976], [-0.104, -3.083, -1.971], [-1.686, -1.669, -2.634]], "lowdin_charge": [-0.023, -0.520, 0.010, 0.090, -0.328, -0.154, -0.219, -0.037, -0.069, -0.451, -0.322, -0.371, -0.106, 0.077, 0.114, 0.043, 0.148, 0.123, 0.162, 0.125, 0.142, 0.105, 0.127, 0.130, 0.086, 0.119]}

---

# 3
{"formula": "C23H29N2O2", "method": "ωB97M-V/def2-TZVPD", "charge": 1, "energy_ev": -31389.40210, "orbital_gap_ev": 5.685, "elements": ["C", "O", "C", "C", "C", "C", "C", "O", "C", "C", "C", "C", "C", "C", "C", "C", "C", "C", "H", "H", "H", "H", "H", "H", "H", "H", "H", "H", "H", "H", "H", "C", "N", "C", "C", "C", "C", "C", "C", "N", "H", "H", "H", "H", "H", "H", "H", "H", "H", "H", "H", "H", "H", "H", "H", "H"], "coordinates": [[6.892, 4.081, -0.962], [6.383, 2.725, -0.978], [5.036, 2.543, -0.972], [4.559, 1.208, -0.947], [3.205, 0.960, -0.866], [2.258, 2.018, -0.803], [0.845, 1.761, -0.688], [0.101, 2.902, -0.658], [-1.277, 2.833, -0.713], [-1.940, 1.589, -0.708], [-3.362, 1.622, -0.738], [-4.034, 2.830, -0.863], [-3.327, 4.042, -0.916], [-1.940, 4.051, -0.819], [-1.155, 0.411, -0.636], [0.234, 0.512, -0.619], [2.749, 3.341, -0.888], [4.104, 3.610, -0.966], [7.975, 3.957, -0.957], [6.574, 4.632, -1.859], [6.565, 4.617, -0.058], [5.291, 0.403, -0.975], [2.845, -0.066, -0.853], [-3.901, 0.673, -0.669], [-5.124, 2.838, -0.926], [-3.861, 4.985, -1.031], [-1.362, 4.973, -0.846], [-1.644, -0.552, -0.751], [0.872, -0.367, -0.546], [2.067, 4.186, -0.895], [4.447, 4.646, -1.006], [0.016, -3.808, -1.108], [-0.309, -4.192, 0.248], [0.318, -5.445, 0.616], [-1.701, -4.063, 0.659], [-1.963, -2.911, 1.627], [-3.414, -2.899, 2.111], [-3.636, -1.450, 2.565], [-2.506, -0.631, 1.917], [-1.741, -1.570, 1.077], [-0.337, -2.789, -1.318], [1.110, -3.838, -1.210], [-0.414, -4.491, -1.867], [0.104, -5.666, 1.668], [-0.034, -6.298, 0.004], [1.402, -5.355, 0.473], [-2.373, -3.947, -0.214], [-1.968, -4.987, 1.205], [-1.281, -3.059, 2.494], [-4.072, -3.144, 1.266], [-3.582, -3.637, 2.902], [-4.619, -1.076, 2.264], [-3.546, -1.371, 3.653], [-2.909, 0.184, 1.308], [-1.867, -0.170, 2.691], [-0.749, -1.349, 1.083]], "lowdin_charge": [-0.040, -0.059, -0.231, 0.029, 0.007, -0.143, -0.118, 0.112, -0.139, -0.135, -0.001, -0.042, -0.025, 0.028, 0.046, 0.044, 0.017, 0.012, 0.100, 0.101, 0.102, 0.132, 0.113, 0.132, 0.121, 0.124, 0.134, 0.115, 0.118, 0.126, 0.115, -0.109, -0.291, -0.106, -0.172, -0.344, -0.141, -0.151, -0.196, -0.047, 0.064, 0.083, 0.091, 0.087, 0.092, 0.083, 0.131, 0.127, 0.156, 0.117, 0.121, 0.107, 0.110, 0.072, 0.122, 0.098]}

---

# 4
{"formula": "C3H9CsO4P", "method": "ωB97M-V/def2-TZVPD", "charge": 1, "energy_ev": -21280.13941, "orbital_gap_ev": 10.956, "elements": ["Cs", "C", "O", "P", "O", "O", "C", "O", "C", "H", "H", "H", "H", "H", "H", "H", "H", "H"], "coordinates": [[8.738, 4.989, 2.154], [7.373, 7.728, 5.123], [6.951, 6.640, 4.376], [6.038, 5.437, 4.616], [6.545, 4.342, 3.659], [6.147, 5.176, 6.193], [7.072, 4.299, 6.783], [4.596, 5.877, 4.650], [3.846, 6.302, 3.465], [7.686, 8.344, 4.427], [8.239, 7.519, 5.763], [6.637, 8.254, 5.759], [6.711, 3.338, 6.718], [7.168, 4.619, 7.904], [8.149, 4.338, 6.445], [3.158, 7.069, 3.593], [3.304, 5.471, 3.067], [4.541, 6.524, 2.656]], "lowdin_charge": [1.126, -0.066, -0.253, 0.314, -0.506, -0.198, -0.102, -0.150, -0.005, 0.039, 0.112, 0.127, 0.059, 0.135, 0.104, 0.078, 0.093, 0.091]}

---

# 5
{"formula": "C5H5NOS", "method": "ωB97M-V/def2-TZVPD", "energy_ev": -19635.58700, "orbital_gap_ev": [7.483, 7.196], "elements": ["C", "C", "C", "C", "C", "N", "O", "S", "H", "H", "H", "H", "H"], "coordinates": [[-0.481, -1.064, -1.032], [0.815, -0.881, -0.686], [0.077, 0.914, 0.703], [-1.575, -0.347, -0.311], [1.119, 0.035, 0.349], [-1.152, 0.862, 0.357], [1.735, 2.186, 2.304], [0.924, 2.432, 1.100], [-0.765, -1.736, -1.827], [1.611, -1.406, -1.193], [-2.396, -0.082, -0.988], [-2.010, -1.029, 0.442], [2.100, 0.116, 0.782]], "lowdin_charge": [-0.046, -0.084, -0.591, -0.218, -0.090, 0.050, -0.550, 0.972, 0.104, 0.107, 0.116, 0.135, 0.095]}

---

# 6
{"formula": "BrF2H2PSi", "method": "ωB97M-V/def2-TZVPD", "energy_ev": -92678.89756, "orbital_gap_ev": 8.230, "elements": ["F", "F", "Si", "P", "Br", "H", "H"], "coordinates": [[-0.605, 3.403, -1.670], [-1.425, 1.551, -3.055], [-0.190, 1.955, -2.146], [0.988, 0.101, -0.116], [1.376, 2.317, -3.564], [0.076, -0.871, -0.531], [0.678, 0.554, 1.131]], "lowdin_charge": [-0.195, -0.193, -0.133, 0.598, 0.407, -0.235, -0.249]}

---

# 7
{"formula": "C4H11NO", "method": "ωB97M-V/def2-TZVPD", "energy_ev": -7862.45550, "orbital_gap_ev": 8.402, "elements": ["C", "C", "C", "N", "C", "H", "H", "H", "H", "H", "H", "H", "H", "H", "O", "H", "H"], "coordinates": [[0.401, 2.563, 0.346], [0.069, 1.288, 0.694], [-0.019, 0.198, -0.386], [-0.224, 0.757, 1.918], [-0.412, -0.637, 2.355], [0.246, 2.881, -0.677], [0.036, 3.207, 1.161], [-1.101, 0.032, -0.460], [0.295, 0.602, -1.343], [0.377, -0.765, -0.080], [-0.073, 1.352, 2.715], [-1.216, -1.057, 1.733], [0.419, -1.303, 2.117], [-0.550, -0.544, 3.421], [0.554, -3.139, -4.805], [-0.114, -2.825, -4.179], [1.312, -2.610, -4.530]], "lowdin_charge": [-0.015, -0.442, -0.052, -0.057, -0.085, 0.039, 0.045, 0.084, 0.071, 0.060, 0.118, 0.081, 0.073, 0.081, -0.064, 0.033, 0.031]}

---

# 8
{"formula": "C4H25NO7", "method": "ωB97M-V/def2-TZVPD", "energy_ev": -20376.25981, "orbital_gap_ev": 9.861, "elements": ["C", "C", "C", "C", "N", "H", "H", "H", "H", "H", "H", "H", "H", "H", "H", "H", "O", "H", "H", "O", "H", "H", "O", "H", "H", "O", "H", "H", "O", "H", "H", "O", "H", "H", "O", "H", "H"], "coordinates": [[0.839, 0.588, 1.744], [-0.392, 1.417, 1.443], [-1.190, 1.083, 0.185], [-1.522, 2.446, -0.578], [-2.326, 0.160, 0.345], [1.415, 0.419, 0.801], [1.618, 0.839, 2.475], [0.494, -0.417, 2.075], [-0.216, 2.499, 1.435], [-1.085, 1.290, 2.312], [-0.410, 0.609, -0.520], [-1.901, 2.175, -1.567], [-2.225, 3.131, -0.117], [-0.506, 2.812, -0.768], [-2.503, -0.531, -0.383], [-3.175, 0.606, 0.690], [2.768, 1.187, -2.707], [2.061, 1.817, -2.858], [2.973, 1.191, -1.754], [-1.706, -1.674, -1.968], [-1.666, -2.086, -2.835], [-1.443, -2.374, -1.303], [-1.785, -1.875, 2.186], [-2.367, -2.545, 1.818], [-1.882, -1.075, 1.548], [3.268, 1.812, -0.108], [2.717, 1.245, 0.483], [3.018, 2.699, 0.169], [1.235, -0.499, -1.262], [1.690, 0.203, -1.770], [0.316, -0.613, -1.549], [-0.806, -3.229, 0.068], [0.130, -3.074, -0.174], [-0.880, -2.880, 0.976], [1.771, -2.881, 0.389], [1.618, -2.356, 1.217], [2.053, -2.119, -0.137]], "lowdin_charge": [-0.106, -0.226, -0.408, -0.053, 0.033, 0.030, 0.085, 0.076, 0.100, 0.123, 0.114, 0.068, 0.070, 0.066, 0.062, 0.103, -0.053, 0.052, -0.003, -0.090, 0.047, 0.015, -0.119, 0.034, 0.021, -0.045, 0.026, 0.069, -0.081, -0.002, 0.026, -0.091, 0.013, 0.005, -0.058, 0.072, 0.026]}

---

# 9
{"formula": "C5H11OS", "method": "ωB97M-V/def2-TZVPD", "charge": 1, "energy_ev": -18235.19610, "orbital_gap_ev": 10.766, "elements": ["C", "C", "C", "C", "C", "O", "S", "H", "H", "H", "H", "H", "H", "H", "H", "H", "H", "H"], "coordinates": [[-2.559, -0.147, 0.660], [-1.490, -0.819, 1.039], [1.958, -0.260, -1.171], [0.790, 1.489, 0.731], [-0.437, -1.072, 0.105], [1.960, -0.742, 1.511], [1.171, -0.223, 0.463], [-3.499, -0.163, 1.323], [-2.624, 0.146, -0.422], [-1.445, -1.106, 2.055], [2.604, -1.179, -1.193], [2.411, 0.671, -1.541], [1.059, -0.564, -1.852], [1.552, 2.094, 1.323], [-0.213, 1.515, 1.321], [0.566, 1.836, -0.273], [-0.211, -2.171, -0.028], [-0.692, -0.498, -1.222]], "lowdin_charge": [0.042, -0.287, -0.144, -0.143, -0.262, -0.298, 0.832, 0.119, 0.087, 0.114, 0.101, 0.088, 0.078, 0.125, 0.108, 0.068, 0.138, 0.235]}

---

# 10
{"formula": "Ag2F", "method": "ωB97M-V/def2-TZVPD", "s_squared": 2.005, "spin_multiplicity": 3, "charge": 3, "energy_ev": -10669.79557, "orbital_gap_ev": [13.659, 2.296], "elements": ["Ag", "Ag", "F"], "coordinates": [[12.460, -4.382, 15.699], [13.383, 1.282, 11.441], [12.469, -1.499, 13.441]], "lowdin_charge": [1.439, 1.447, 0.114]}

---

# 11
{"formula": "C4H7O3P", "method": "ωB97M-V/def2-TZVPD", "charge": -2, "energy_ev": -19691.55418, "orbital_gap_ev": 5.985, "elements": ["C", "C", "C", "C", "O", "O", "O", "P", "H", "H", "H", "H", "H", "H", "H"], "coordinates": [[-2.340, -0.212, -1.301], [-1.382, -0.076, -0.354], [-1.428, 0.033, 1.240], [0.030, -0.345, -0.746], [3.344, 0.443, -1.396], [2.723, 1.706, 0.762], [2.746, -0.893, 0.690], [2.852, 0.429, 0.008], [-3.370, -0.071, -0.844], [-1.543, 1.108, 1.501], [-2.478, -0.366, 1.470], [-0.598, -0.483, 1.709], [0.400, -1.323, -0.533], [0.885, 0.297, -0.359], [0.159, -0.246, -1.847]], "lowdin_charge": [-0.187, -0.580, -0.126, -0.203, -0.400, -0.402, -0.404, 0.174, -0.110, 0.040, 0.047, 0.039, 0.048, 0.004, 0.060]}

---

# 12
{"formula": "C11H18Si", "method": "ωB97M-V/def2-TZVPD", "energy_ev": -19571.18695, "orbital_gap_ev": [7.062, 6.912], "elements": ["C", "C", "C", "C", "C", "C", "C", "C", "C", "C", "C", "Si", "H", "H", "H", "H", "H", "H", "H", "H", "H", "H", "H", "H", "H", "H", "H", "H", "H", "H"], "coordinates": [[2.459, 1.520, -2.218], [1.284, 0.825, -2.381], [-2.462, 0.105, 1.694], [-1.323, -0.445, 1.207], [3.345, 0.649, -1.356], [-3.524, -0.919, 1.696], [-1.540, -1.782, 0.583], [2.722, -0.812, -1.345], [-3.051, -2.086, 0.789], [1.372, -0.433, -1.757], [0.359, 2.513, 0.928], [0.327, 0.591, 1.087], [2.662, 2.488, -2.480], [0.402, 1.130, -2.714], [-2.646, 1.138, 1.988], [4.417, 0.710, -1.494], [3.056, 0.889, -0.238], [-3.903, -1.209, 2.738], [-4.356, -0.599, 1.142], [-1.033, -1.496, -0.378], [-0.919, -2.668, 0.932], [3.115, -1.504, -2.091], [2.989, -1.221, -0.361], [-3.011, -3.098, 1.208], [-3.528, -2.116, -0.236], [0.519, -1.155, -1.827], [-0.400, 2.817, 0.159], [0.057, 2.923, 1.974], [1.318, 2.771, 0.519], [1.292, 0.475, 2.234]], "lowdin_charge": [-0.071, -0.132, -0.125, -0.375, -0.181, -0.210, -0.233, -0.220, -0.162, -0.158, -0.294, 0.803, 0.064, 0.058, 0.104, 0.094, 0.115, 0.136, 0.075, 0.077, 0.123, 0.107, 0.104, 0.098, 0.122, 0.093, 0.022, 0.049, -0.016, -0.070]}

---

Number 3 is which compound?
C23H29N2O2

---

Which formula does entry 2 have?
C7H13N2O4